Record 1
C17H34BrF7O13P4 | wB97M-V/def2-TZVPD

Geometry as XYZ:
```
76
Properties=species:S:1:pos:R:3:forces:R:3
C 2.6710 0.1044 -7.1881 -0.2 -0.1 -0.1
C 3.0187 0.9618 -6.2599 -0.2 0.4 -0.3
O 2.9628 0.6961 -4.8774 0.0 -0.5 0.5
P 4.3129 0.2603 -4.1844 1.9 0.2 -1.0
O 5.4448 0.2932 -5.1016 0.0 0.0 0.0
O 4.1519 -1.1397 -3.4297 -1.2 0.8 -1.1
P 3.5400 -2.5235 -4.1305 0.4 -1.8 1.1
O 2.0900 -2.1413 -4.7470 0.3 0.6 -0.1
Br 4.7687 -2.9082 -5.9671 -0.1 0.5 0.1
O 4.5517 1.2318 -2.9198 -0.5 -0.2 -0.6
C 4.8975 2.5486 -3.1318 -0.4 0.7 1.2
F 4.6416 3.0109 -4.3587 0.2 -0.3 -0.1
F 4.1217 3.2702 -2.2910 0.1 -0.1 -0.1
C 6.3689 2.8057 -2.6659 -0.1 -0.9 0.4
F 6.5091 4.0640 -2.2470 -0.1 0.3 -0.7
F 6.5449 2.0281 -1.5710 0.0 0.0 0.0
C 7.5115 2.4144 -3.6540 0.9 0.8 0.6
F 7.2677 2.7543 -4.9025 -0.3 -0.2 -0.4
F 8.5972 3.1043 -3.2650 0.1 0.2 0.1
F 7.8278 1.1431 -3.5400 -0.4 -0.5 -0.3
H 2.6186 0.4796 -8.2010 0.2 -0.1 0.0
H 2.4111 -0.9265 -7.0014 -0.1 0.0 0.1
H 3.3423 1.9624 -6.5113 -0.1 0.1 0.3
H 1.5476 -2.9393 -4.6616 -0.1 0.2 0.0
C 1.6234 0.8833 -1.4279 -0.1 0.0 0.1
C 1.7163 -0.6279 -1.3066 0.0 0.2 -0.2
O 1.5873 -1.0574 0.0498 -0.8 0.3 -0.5
P 0.1006 -1.1305 0.7320 6.4 -3.3 4.1
O -0.5247 -2.2803 0.0174 -2.7 2.6 -1.4
O 0.4597 -1.9481 2.1180 -0.5 0.1 0.0
C -0.3903 -2.9804 2.6211 0.2 -0.3 0.0
C 0.2628 -4.3325 2.4321 0.1 0.0 -0.1
O 0.3479 0.2853 1.5526 -2.6 0.4 -2.3
C 1.1176 0.4041 2.7612 0.1 0.4 0.7
C 2.5896 0.1161 2.5866 0.1 -0.3 -0.2
H 0.6295 1.2396 -1.1457 0.0 0.0 0.0
H 1.8185 1.2014 -2.4528 0.0 0.0 0.0
H 2.3402 1.3674 -0.7651 0.1 0.0 0.0
H 0.9571 -1.1121 -1.9296 0.0 -0.1 0.0
H 2.6884 -0.9668 -1.6480 0.1 -0.1 0.2
H -1.3702 -2.9510 2.1446 0.0 0.0 -0.1
H -0.5371 -2.7819 3.6861 0.0 0.1 0.0
H 0.4967 -4.5048 1.3817 -0.1 0.0 0.0
H -0.3890 -5.1339 2.7835 0.0 0.0 0.0
H 1.2027 -4.3789 2.9836 0.0 0.0 0.1
H 0.6827 -0.1945 3.5575 0.0 -0.2 -0.1
H 0.9938 1.4463 3.0637 -0.1 0.0 -0.3
H 2.7735 -0.9393 2.3969 0.0 0.0 0.0
H 3.1211 0.3941 3.4984 -0.1 0.1 0.0
H 3.0020 0.6822 1.7521 0.0 0.1 0.0
C -2.2975 1.4848 3.2448 0.0 0.0 0.3
C -3.5788 2.2860 3.1287 0.3 0.1 0.0
O -4.6750 1.4572 2.7242 0.2 -0.2 0.5
P -5.3970 0.5141 3.8177 -3.1 0.9 -4.5
O -5.9980 1.3799 4.8456 1.9 -1.1 1.9
O -6.6888 0.0362 2.9474 0.4 -0.1 0.0
C -7.9891 -0.0449 3.5362 -0.3 0.1 -0.1
C -8.8674 1.0692 3.0114 0.0 0.1 -0.1
O -4.5724 -0.8307 3.6187 0.6 0.5 2.2
C -4.7858 -1.7888 2.5704 0.2 -0.7 -0.3
C -4.4318 -1.2744 1.1957 -0.1 0.3 0.0
H -2.3723 0.7505 4.0505 0.1 0.0 0.0
H -1.4539 2.1429 3.4575 0.0 0.0 0.0
H -2.0786 0.9411 2.3326 0.0 0.0 -0.2
H -3.8124 2.7875 4.0710 -0.1 0.0 0.0
H -3.4731 3.0567 2.3662 -0.1 -0.1 -0.1
H -7.9308 -0.0161 4.6234 0.1 0.1 0.0
H -8.4067 -1.0148 3.2545 0.1 0.0 0.0
H -8.4153 2.0412 3.2073 0.0 0.0 0.1
H -9.8540 1.0396 3.4759 0.0 0.0 0.0
H -8.9865 0.9806 1.9306 0.0 0.0 0.0
H -5.8002 -2.1801 2.6055 -0.1 0.3 0.1
H -4.1300 -2.6251 2.8183 0.1 0.1 0.2
H -5.1344 -0.5138 0.8590 0.0 0.0 0.0
H -4.4566 -2.0990 0.4822 0.0 -0.1 0.1
H -3.4341 -0.8341 1.1893 0.0 -0.1 0.0
```
Forces are in eV/Å.

**Kohn-Sham gap**: 0.3312 Ha
**Total charge**: 0
**SMILES string**: C=CO[P@](=O)(OP(O)Br)OC(F)(F)C(F)(F)C(F)(F)F.CCOP(=O)(OCC)OCC.CCOP(=O)(OCC)OCC
**E_HOMO**: -9.9578 eV

=====

Record 2
C17H34MgO2P2 | wB97M-V/def2-TZVPD

Geometry as XYZ:
```
56
Properties=species:S:1:pos:R:3:forces:R:3
P 1.5819 -1.5370 -1.8682 1.4 0.1 -1.5
P -1.5610 -1.8158 -0.0888 0.2 0.2 -2.3
C 0.2440 -2.6916 -2.2738 0.3 -0.6 -0.6
C -1.1564 -2.1638 -1.9805 -0.3 -0.2 0.4
H 0.4307 -3.6572 -1.7897 -0.1 0.1 0.0
H 0.3860 -2.8387 -3.3564 -0.4 -0.3 0.2
H -1.3062 -1.1799 -2.4636 0.0 -0.3 0.2
H -1.8668 -2.8808 -2.4677 0.2 0.6 0.7
C -1.3973 -3.5612 0.4787 -0.2 -1.2 -0.5
H -1.3515 -3.7360 1.5891 -0.3 -0.5 -1.5
H -0.4415 -3.9499 0.1220 0.2 0.0 -0.4
H -2.2135 -4.1141 0.0093 0.0 -0.5 0.5
C -3.3198 -1.3435 -0.4764 -1.1 0.1 0.1
H -3.9180 -2.1177 -0.9976 0.4 0.2 0.4
H -3.4253 -0.4286 -1.0959 0.7 -0.4 0.0
H -3.8532 -1.0522 0.4405 0.2 -0.5 -0.2
C 3.1966 -2.3771 -2.3477 -0.3 -0.6 0.1
H 4.0103 -1.7875 -1.9233 0.0 -0.1 0.2
H 3.3944 -2.4344 -3.4302 -0.3 -0.1 0.4
H 3.2162 -3.3948 -1.9460 0.3 0.1 0.1
C 1.5701 -0.5917 -3.4632 0.0 0.2 -0.2
H 0.5825 -0.5515 -3.9346 0.0 0.3 0.3
H 2.2388 -1.0810 -4.1871 -0.3 0.2 0.2
H 1.9702 0.4067 -3.2837 -0.2 0.1 -0.2
Mg -1.7884 -2.0921 2.3869 -1.4 -0.2 1.8
C -0.0562 0.8546 -0.0562 -1.3 -3.1 0.8
C 1.1378 0.1942 -0.2812 -1.2 -0.8 3.5
C 2.4899 0.7696 -0.0277 0.7 0.0 -1.2
C 2.2351 1.8941 1.0027 -0.4 -1.3 0.3
C 1.4829 3.0104 0.3036 0.8 -0.7 1.1
C 1.1342 3.1651 -0.9898 -1.5 0.0 -2.0
C 0.0570 2.4999 -1.8416 0.7 -2.2 0.6
C -0.8683 1.7182 -0.8946 0.0 1.5 -0.3
C -0.7809 1.8766 2.9330 0.2 0.5 -0.6
H -0.6982 0.2430 0.7142 1.1 1.4 -1.8
H 1.0861 -0.7136 0.3765 0.0 0.8 -0.2
H 2.9133 1.1609 -0.9672 0.1 0.5 0.3
H 3.2011 -0.0404 0.2541 -0.6 0.6 0.3
H 1.7524 1.4708 1.8975 -0.2 -0.2 -0.4
H 3.1717 2.2453 1.4546 0.1 0.6 -0.6
H 1.5282 3.8994 0.8803 1.5 1.5 0.0
H 1.7123 3.8071 -1.6285 -0.5 2.2 0.4
H 0.5939 1.7153 -2.4026 -0.4 -0.1 -0.3
H -0.5164 3.0658 -2.6051 0.8 0.5 0.7
H -1.4427 2.3633 -0.1980 0.1 0.2 -0.6
H -1.6211 1.1604 -1.4605 0.0 -0.1 -0.1
H -1.5289 2.6913 2.9271 0.6 -0.2 0.6
H -0.6434 1.6659 1.8739 0.0 -0.4 0.2
H 0.2450 2.1499 3.2476 -0.8 0.3 0.3
C -1.8795 2.0632 5.4532 0.1 -0.4 -0.6
O -1.8602 0.7175 4.8122 0.5 1.5 0.3
C -1.2355 0.6513 3.6441 -0.6 -2.5 -1.0
O -1.1560 -0.4918 3.1092 0.9 4.1 1.9
H -2.3833 1.9707 6.4132 0.1 -0.3 -0.2
H -2.4424 2.7571 4.8173 0.1 -0.2 0.3
H -0.8510 2.4363 5.5864 -0.4 -0.3 0.0
```
Forces are in eV/Å.

**Kohn-Sham gap (spin up / spin down)**: 0.1612 / 0.1611 Ha
**Total charge**: 0
**E_HOMO (spin up / spin down)**: -3.9991 / -3.9987 eV
**Energy relative to the best compared isomer or geometry (same formula, charge and spin)**: 574.22 kJ/mol

=====

Record 3
C17H34N3OPSSiZr | wB97M-V/def2-TZVPD

Geometry as XYZ:
```
59
Properties=species:S:1:pos:R:3:forces:R:3
Zr -0.0074 0.2923 -0.2858 -0.6 -0.4 3.3
Si 0.4288 2.8280 -0.4006 0.2 2.5 -0.4
P -1.2883 0.5194 -2.3853 -1.7 0.6 -3.2
N 1.5201 -0.0780 -1.0834 3.7 -1.3 -2.7
H -1.0025 -1.1709 -0.0388 -1.3 -1.8 -0.1
C -2.2509 -0.9345 -3.0195 0.1 0.0 0.1
H -2.7225 -0.7359 -3.9994 0.3 0.0 0.4
H -3.0257 -1.1927 -2.2782 0.3 0.1 -0.3
H -1.5653 -1.7941 -3.1020 -0.3 0.3 0.0
C -2.5512 1.8692 -2.4811 0.0 0.0 0.0
H -3.0650 1.8716 -3.4586 0.2 0.0 0.4
H -2.0432 2.8350 -2.3261 -0.2 -0.3 -0.1
H -3.2921 1.7327 -1.6767 0.3 0.1 -0.3
C -0.1827 0.9058 -3.8125 -0.1 0.0 0.0
H -0.7538 1.0066 -4.7523 0.2 0.0 0.4
H 0.5600 0.0974 -3.9135 -0.3 0.3 0.1
H 0.3510 1.8443 -3.5904 -0.2 -0.4 -0.1
C -0.8728 4.0113 0.3843 -0.1 0.3 0.1
H -1.0292 3.7782 1.4540 0.1 0.1 -0.4
H -1.8522 3.9058 -0.1172 0.3 0.0 0.2
H -0.5612 5.0691 0.3067 -0.2 -0.4 0.1
H 1.7348 3.2647 0.2470 -0.2 -0.1 -0.1
H 0.6145 3.4067 -1.7962 0.0 0.0 0.2
C 2.7416 -0.2035 -1.6943 0.4 -0.1 -0.1
C 4.5646 -1.5965 -2.5235 -0.1 0.3 0.0
C 3.3162 -1.4824 -1.9039 0.3 0.5 -0.2
C 3.4456 0.9513 -2.1216 0.2 -0.5 -0.1
C 4.6897 0.8212 -2.7441 -0.1 -0.3 0.1
C 5.2557 -0.4492 -2.9471 -0.2 0.0 0.1
H 5.0029 -2.5882 -2.6808 -0.1 0.4 0.0
H 2.7608 -2.3644 -1.5712 0.2 0.3 -0.1
H 2.9905 1.9312 -1.9487 0.2 -0.3 -0.1
H 5.2263 1.7181 -3.0723 -0.2 -0.4 0.1
H 6.2320 -0.5444 -3.4336 -0.4 0.0 0.2
C -2.7405 0.7842 1.4782 0.8 0.6 -0.9
O -1.8663 1.1110 0.6547 -2.5 -0.1 1.9
C -2.6186 -0.4821 2.2719 0.1 -0.2 0.2
H -3.6006 -0.8620 2.5990 0.4 0.2 -0.2
H -2.0087 -0.3010 3.1763 -0.2 0.1 -0.3
H -2.0674 -1.2095 1.6390 -0.3 0.3 0.3
C -3.9502 1.6657 1.6513 -0.2 0.1 0.1
H -4.8576 1.1155 1.3362 0.4 0.2 0.1
H -3.8447 2.5847 1.0571 0.0 -0.4 0.2
H -4.0912 1.9209 2.7179 0.1 -0.1 -0.4
S 1.3059 0.3597 1.9131 0.6 2.0 0.6
C 0.8067 -1.0254 2.5977 0.7 -3.4 1.5
N 0.8497 -2.2523 1.8755 -0.5 2.3 2.2
C 0.5726 -3.5242 2.5196 -0.1 -0.8 0.0
C -0.1357 -3.3471 3.8723 -0.3 0.0 -0.2
C 0.5744 -2.2969 4.7158 0.2 -0.5 0.7
N 0.5742 -1.0418 4.0031 0.0 -0.1 -2.2
H 1.2167 -2.2575 0.9117 -0.5 0.5 0.8
H 1.5375 -4.0592 2.6534 -0.6 0.1 0.0
H -0.0852 -4.1420 1.8726 0.5 0.4 0.2
H -0.1864 -4.3203 4.4062 0.1 0.6 -0.4
H -1.1737 -2.9887 3.6956 0.5 -0.3 0.1
H 1.6223 -2.6064 4.9260 -0.5 0.0 0.0
H 0.0427 -2.1727 5.6838 0.4 0.0 -0.6
H 0.7550 -0.1777 4.5384 -0.1 -0.7 -1.1
```
Forces are in eV/Å.

**Kohn-Sham gap**: 0.2525 Ha
**Total charge**: 0
**E_HOMO**: -6.6853 eV
**Energy relative to the best compared isomer or geometry (same formula, charge and spin)**: 249.59 kJ/mol

=====

Largest force on an atom: 0.1615; 0.0893; 0.0931 (Eh/bohr)